# 1
The following is a quantum chemistry calculation of a cluster of 11 separate species, C19H60N2O12 in total, from the Open Molecules 2025 dataset.

## Properties
* frontier orbital gap: 6.038 eV
* relative energy (zero: lowest compared OMol25 entry of this formula, charge and spin): 4.7448 eV
* LUMO energy: -0.0539 Eh
* highest occupied orbital energy: -7.5 eV
* energy: -48218.5491 eV
* net charge: 0

Geometry (Å):
N (-2.27925, -1.53821, 3.14926)
H (-1.90828, -1.20397, 2.27132)
H (-2.64332, -2.45259, 2.92240)
H (-3.06920, -0.99851, 3.47300)
H (-1.51295, -1.63430, 3.80014)
N (0.11937, 0.58597, -0.39273)
O (1.07269, 0.80158, -1.08911)
O (-0.50634, -0.45728, -0.49795)
O (-0.10293, 1.35531, 0.55841)
C (2.24519, 6.15633, -1.53614)
O (1.93115, 5.17140, -2.47688)
H (3.21494, 5.96985, -1.07471)
H (2.25517, 7.17324, -1.92843)
H (1.47685, 6.10847, -0.76447)
H (1.71204, 4.37272, -1.99140)
C (0.53860, 4.50226, 7.01465)
C (-0.07705, 3.86348, 5.70863)
C (-1.57946, 4.05882, 5.58106)
O (0.59020, 4.33640, 4.57183)
H (0.57170, 5.58845, 6.92984)
H (1.60530, 4.28102, 7.05075)
H (0.08877, 4.22072, 7.96674)
H (0.22892, 2.81736, 5.69878)
H (-1.87145, 5.09787, 5.73340)
H (-2.13825, 3.45419, 6.29540)
H (-1.87186, 3.81030, 4.56085)
H (0.31586, 3.73314, 3.87726)
C (6.62255, -3.66658, 0.03205)
C (5.54844, -4.51152, -0.67227)
C (4.11954, -4.20315, -0.19963)
O (5.65305, -4.11676, -2.00281)
H (6.30633, -2.62371, 0.00911)
H (7.57898, -3.68016, -0.49059)
H (6.75388, -3.89530, 1.08966)
H (5.74566, -5.55248, -0.41613)
H (3.31691, -4.69810, -0.74636)
H (3.93094, -3.12959, -0.20053)
H (3.99700, -4.58420, 0.81421)
H (4.82753, -3.67502, -2.21491)
C (8.22332, 3.43047, -0.89728)
C (7.00361, 2.93259, -1.65284)
C (7.41178, 1.72355, -2.44481)
O (6.04543, 2.49371, -0.70232)
H (8.69298, 2.69520, -0.24390)
H (7.86682, 4.24063, -0.26116)
H (8.94327, 3.82644, -1.61350)
H (6.59482, 3.69655, -2.31417)
H (8.05955, 0.99260, -1.96086)
H (7.99909, 2.03613, -3.30821)
H (6.58751, 1.07642, -2.74464)
H (5.35566, 1.94344, -1.08053)
C (-2.22509, 0.99865, -5.93387)
C (-3.59271, 0.71310, -5.36112)
C (-4.01170, 1.87364, -4.44765)
O (-4.44655, 0.57717, -6.41890)
H (-1.41156, 0.96249, -5.20933)
H (-2.17559, 2.03391, -6.27131)
H (-1.98346, 0.27874, -6.71582)
H (-3.55409, -0.18934, -4.75103)
H (-4.93965, 1.64866, -3.92193)
H (-4.19923, 2.78131, -5.02130)
H (-3.26509, 2.12252, -3.69351)
H (-4.36406, -0.27311, -6.85685)
C (-2.17751, -7.15966, 0.80735)
C (-2.75885, -5.83121, 0.31917)
C (-3.75472, -6.02049, -0.85369)
O (-3.46794, -5.31332, 1.47119)
H (-1.30711, -6.91964, 1.41799)
H (-1.85147, -7.73088, -0.06185)
H (-2.84661, -7.73225, 1.44966)
H (-1.90847, -5.22188, 0.01311)
H (-3.20916, -6.42867, -1.70448)
H (-4.16135, -5.03900, -1.09745)
H (-4.49880, -6.73102, -0.49368)
H (-4.12061, -5.97301, 1.71698)
C (-6.29189, 1.16670, 1.70537)
C (-6.79363, 1.46714, 3.09535)
C (-8.33720, 1.32838, 3.25540)
O (-6.11708, 0.55375, 3.93321)
H (-5.23906, 1.44850, 1.69002)
H (-6.90595, 1.77021, 1.03694)
H (-6.44217, 0.13131, 1.39963)
H (-6.47526, 2.48996, 3.29682)
H (-8.57066, 0.36043, 2.81194)
H (-8.92571, 2.09300, 2.74833)
H (-8.68469, 1.24461, 4.28512)
H (-6.49178, 0.68400, 4.80742)
O (3.13542, -1.67714, -4.56758)
H (3.37302, -1.44436, -5.46512)
H (2.87898, -0.84773, -4.16441)
O (-0.01439, -3.68451, -3.28648)
H (-0.33487, -3.03358, -2.66213)
H (0.87719, -3.40245, -3.49083)

***

# 2
The following is a quantum chemistry calculation of a cluster of 11 separate species, C19H60O16 in total, from the Open Molecules 2025 dataset.

## Properties
* frontier orbital gap: 9.794 eV
* LUMO energy: 0.0047 Eh
* highest occupied orbital energy: -9.7 eV
* energy: -53431.4828 eV
* net charge: 0

Geometry (Å):
O (3.29093, 4.84776, -0.80856)
C (3.61670, 4.61572, 0.53300)
C (4.07185, 3.18197, 0.69475)
O (3.05985, 2.23066, 0.38218)
H (3.54224, 5.73027, -1.08739)
H (4.43698, 5.23637, 0.92908)
H (2.85642, 4.87492, 1.28195)
H (4.47330, 3.01762, 1.69763)
H (4.92982, 3.02428, 0.02725)
H (2.69966, 2.46420, -0.50059)
O (-3.14611, -4.46490, -0.09244)
C (-3.79007, -3.52117, -0.91556)
C (-3.77707, -2.11530, -0.32665)
O (-2.49285, -1.46899, -0.47706)
H (-2.20220, -4.21916, -0.02658)
H (-3.43382, -3.56618, -1.95559)
H (-4.83770, -3.82740, -1.01720)
H (-4.04847, -2.21895, 0.72069)
H (-4.45480, -1.55907, -0.97847)
H (-2.08544, -1.63778, 0.38884)
O (-0.92638, -1.10523, -4.81550)
C (-0.99562, -1.66085, -3.51327)
C (-0.42936, -3.09452, -3.53734)
O (0.61404, -3.26457, -2.51920)
H (-0.24794, -0.42089, -4.83265)
H (-0.46053, -1.05790, -2.77795)
H (-2.01810, -1.71325, -3.13095)
H (0.10861, -3.29228, -4.46714)
H (-1.14211, -3.91482, -3.45039)
H (1.45305, -3.28287, -2.97634)
O (3.05867, 0.86956, 2.98336)
C (4.19442, 0.19140, 3.56940)
C (3.94845, -1.28051, 3.33266)
O (2.79348, -1.75921, 4.00677)
H (3.37882, 1.39125, 2.23487)
H (5.12613, 0.53022, 3.11228)
H (4.23180, 0.47349, 4.62154)
H (4.77855, -1.87057, 3.72701)
H (3.79763, -1.44636, 2.26263)
H (2.07071, -1.14821, 3.80940)
O (1.58221, 2.47940, -1.89737)
C (2.10504, 2.27614, -3.19486)
C (1.47000, 1.01071, -3.74592)
O (1.83986, 0.69301, -5.09183)
H (0.77332, 3.01434, -1.91451)
H (1.90972, 3.12172, -3.85361)
H (3.17253, 2.06572, -3.08705)
H (0.39275, 1.19350, -3.81623)
H (1.67778, 0.14485, -3.11341)
H (2.69482, 0.25272, -5.10442)
C (-2.96792, -2.63366, 4.32626)
C (-2.57347, -1.16768, 4.48719)
O (-2.54162, -0.53604, 3.20477)
H (-2.79500, -3.14740, 5.26814)
H (-2.35810, -2.98362, 3.49502)
H (-4.03851, -2.65161, 4.12515)
H (-1.54605, -1.08111, 4.87074)
H (-3.25559, -0.64473, 5.16742)
H (-2.40788, 0.40701, 3.33396)
C (1.49664, -4.61478, 1.24776)
C (0.23365, -5.00154, 0.49500)
O (-0.40290, -3.82745, -0.00508)
H (1.28530, -3.87524, 2.02022)
H (2.16532, -4.04823, 0.58197)
H (2.11945, -5.43398, 1.60714)
H (-0.43454, -5.50729, 1.20396)
H (0.33217, -5.77207, -0.27776)
H (0.07330, -3.64028, -0.84265)
C (0.57605, -0.60361, 0.99064)
C (0.13863, 0.69529, 0.30966)
O (-1.28846, 0.87313, 0.33159)
H (-0.01121, -0.79476, 1.89423)
H (1.59489, -0.54518, 1.38096)
H (0.50896, -1.47345, 0.33848)
H (0.49073, 0.75517, -0.71733)
H (0.52655, 1.55410, 0.85125)
H (-1.57584, 0.10591, -0.20883)
C (-4.53216, 1.97388, -0.09488)
O (-3.50115, 2.33730, 0.78733)
H (-4.90584, 0.94927, 0.02148)
H (-5.34908, 2.68865, -0.04506)
H (-4.16722, 1.97644, -1.13735)
H (-2.69948, 1.79171, 0.61460)
C (-0.02831, 4.26400, 0.92663)
O (-0.08897, 5.65049, 0.67608)
H (-1.02227, 3.82933, 1.01829)
H (0.54351, 3.73678, 0.15490)
H (0.68923, 4.04885, 1.73661)
H (-0.54504, 6.09594, 1.39092)
C (-1.89956, 2.72047, -3.16083)
O (-1.32582, 3.02510, -1.89362)
H (-2.06559, 1.64212, -3.29941)
H (-2.90498, 3.14508, -3.23463)
H (-1.25116, 3.04211, -3.97134)
H (-1.95217, 2.65470, -1.25878)

***

# 3
The following is a quantum chemistry calculation of a cluster of 10 separate species, C19H61N17O10 in total, from the Open Molecules 2025 dataset.

## Properties
* frontier orbital gap: 9.415 eV
* relative energy (zero: lowest compared OMol25 entry of this formula, charge and spin): 6.8356 eV
* LUMO energy: 0.0076 Eh
* highest occupied orbital energy: -9.2 eV
* energy: -66499.9513 eV
* net charge: 0

Geometry (Å):
C (-5.57346, -0.88457, -1.64054)
O (-5.57121, -1.97372, -2.64433)
C (-4.24066, -2.39535, -3.16558)
C (-3.15302, -1.34320, -3.47301)
C (-3.58480, -0.27089, -4.40110)
N (-2.04810, -1.91937, -4.08643)
H (-6.57415, -0.46574, -1.74678)
H (-4.94671, 0.00452, -1.70980)
H (-5.53761, -1.47741, -0.72656)
H (-3.76701, -3.07497, -2.45715)
H (-4.35283, -3.12540, -3.96716)
H (-2.86899, -0.81466, -2.56303)
H (-4.57308, 0.06030, -4.08214)
H (-3.62035, -0.62794, -5.43034)
H (-2.99514, 0.64572, -4.38541)
H (-1.64369, -1.14885, -4.59913)
H (-2.49432, -2.23605, -4.93536)
C (5.88633, -2.02608, -2.49183)
O (5.54748, -1.03473, -1.52682)
C (4.20463, -1.09886, -1.01026)
C (3.95504, 0.15448, -0.16874)
C (4.79158, 0.32169, 1.15445)
N (2.54762, 0.08168, 0.28733)
H (6.52381, -1.48597, -3.19182)
H (5.04044, -2.50264, -2.98727)
H (6.37771, -2.77209, -1.86722)
H (3.52800, -1.18050, -1.86092)
H (4.08185, -1.91805, -0.30177)
H (4.09197, 1.06831, -0.74691)
H (5.82634, 0.58761, 0.93849)
H (4.68570, -0.55653, 1.79134)
H (4.36454, 1.10455, 1.78123)
H (2.70781, -0.62369, 0.99225)
H (2.33834, 0.91227, 0.82252)
C (0.99027, 1.96893, 2.54864)
O (2.06130, 1.89249, 3.54465)
C (2.97474, 2.99969, 3.60474)
C (4.36857, 2.68783, 4.17580)
C (4.38158, 2.38480, 5.63805)
N (5.19985, 3.83164, 4.01277)
H (0.34103, 2.66803, 3.07577)
H (0.55844, 0.99791, 2.30628)
H (1.10472, 2.49607, 1.60148)
H (3.01873, 3.40758, 2.59489)
H (2.56975, 3.79088, 4.23570)
H (4.68588, 1.86187, 3.53925)
H (4.10298, 3.25055, 6.23886)
H (5.39701, 2.06946, 5.87793)
H (3.73305, 1.53908, 5.86669)
H (4.85283, 4.70684, 4.37844)
H (6.02394, 3.56314, 4.53129)
N (2.10273, -4.18307, -1.92387)
C (1.37397, -3.73085, -2.92546)
N (0.11581, -3.77552, -2.73202)
O (1.95019, -3.24191, -3.81608)
H (1.69501, -4.44644, -1.03814)
H (3.09902, -4.02069, -1.95762)
H (-0.28396, -4.42592, -2.07077)
H (-0.42483, -3.26094, -3.41247)
N (-0.34591, -4.19303, 0.91316)
C (-0.06820, -5.16236, 1.78719)
N (0.89916, -4.77044, 2.55930)
O (-0.57874, -6.23836, 1.82593)
H (0.16787, -3.32445, 0.87196)
H (-1.23115, -4.31457, 0.44230)
H (1.21821, -3.81662, 2.46695)
H (1.28039, -5.42520, 3.22716)
N (-0.12006, 1.30355, -2.92787)
C (0.58786, 1.99258, -2.10654)
N (1.77621, 2.30629, -2.61239)
O (0.10277, 2.59150, -1.15031)
H (-1.07909, 1.38034, -2.62051)
H (0.35766, 0.62703, -3.50596)
H (2.10914, 2.01336, -3.51982)
H (2.40652, 2.69654, -1.92646)
N (-2.31142, 3.98255, -0.52676)
C (-2.23241, 5.27806, -0.76416)
N (-1.21482, 5.45281, -1.59429)
O (-2.88138, 6.17770, -0.26876)
H (-1.58515, 3.40878, -0.93099)
H (-2.86048, 3.63529, 0.24658)
H (-0.68710, 6.29530, -1.77266)
H (-0.86227, 4.60527, -2.01557)
N (-3.69088, -3.58626, 1.62090)
C (-3.77545, -4.32347, 0.53848)
N (-4.95966, -4.81012, 0.34222)
O (-2.77559, -4.57422, -0.15710)
H (-2.80990, -3.17592, 1.89586)
H (-4.55681, -3.23623, 2.00527)
H (-5.14627, -5.12408, -0.59942)
H (-5.67931, -4.80680, 1.05088)
N (-0.57866, -1.01624, -0.64119)
C (-1.60700, -0.56266, -0.06194)
N (-1.37591, 0.59816, 0.54159)
O (-2.68534, -1.14383, 0.08947)
H (0.20959, -0.38931, -0.56548)
H (-0.65693, -1.96391, -0.98161)
H (-2.20468, 0.96739, 0.98534)
H (-0.65259, 1.24957, 0.27221)
N (-2.13423, 4.98999, 3.38473)
C (-2.88207, 4.08049, 2.77918)
N (-4.18141, 4.36645, 2.92819)
O (-2.59589, 3.17220, 2.10235)
H (-1.13445, 5.09542, 3.28762)
H (-2.65262, 5.68367, 3.90451)
H (-4.48986, 5.27093, 3.25512)
H (-4.77833, 3.72151, 2.43036)

***

> Which of these has the highest highest occupied orbital energy?

C19H60N2O12

***

> The lowest LUMO energy belongs to which entry?

C19H60N2O12

***

> What is the net charge in the second record?

0